69
Properties=species:S:1:pos:R:3 method="wB97M-V/def2-TZVPD" e_tot_ha=-3645.41631 orbital_gap_ha=0.125 lumo_ev=-10.008 charge=+2 relative_energy_kj_mol=0.00
Tl -1.7737 -4.9851 -13.7543
S -4.4054 -7.0813 -16.2582
S -0.1133 -7.1174 -16.7974
S -4.8228 -4.9939 -11.1328
S -0.7012 -6.8524 -10.2733
S -1.6851 -2.1583 -10.6216
S -2.4669 -9.3416 -13.0438
O -0.4691 -7.0856 -15.3177
O -1.0403 -6.6930 -11.7416
O -2.4112 -7.9044 -13.5048
O 0.9774 -4.8381 -13.0327
O -4.0464 -5.7269 -12.2096
O -3.2138 -6.3574 -15.7005
O -2.3996 -3.1786 -11.4984
C -1.8978 -10.3253 -14.4664
C 1.1326 -5.8400 -17.1583
C -0.3962 -1.3802 -11.6366
C 2.2861 -4.7841 -12.7257
C -6.4102 -5.9251 -11.1299
C 0.9415 -8.5747 -17.0656
C -5.4795 -3.4215 -11.7965
C 2.7315 -3.7349 -11.7300
C -5.8616 -6.4286 -15.3145
C 0.1820 -8.4273 -10.0416
C -4.7721 -6.1897 -17.7940
C -4.2171 -9.8011 -12.9602
C -2.3085 -7.2115 -9.4393
C -0.6002 -3.1514 -9.5370
H 0.4278 -9.4767 -16.7432
H -6.7627 -5.8146 -12.1520
H -4.3150 -10.7726 -13.4485
H 2.0445 -5.9993 -16.5853
H -2.8706 -7.7006 -10.2313
H 0.0553 -2.0988 -12.3112
H -6.7021 -7.1187 -15.2963
H -7.1293 -5.6534 -10.3624
H -0.9413 -0.6165 -12.1981
H 0.2709 -0.8018 -10.9990
H -2.3785 -11.3010 -14.4461
H 2.4944 -5.7534 -12.2031
H -4.9302 -5.1556 -17.4904
H -0.2554 -4.0486 -10.0518
H -2.7479 -6.2608 -9.1527
H -5.4984 -6.1927 -14.3115
H 0.2772 -2.6305 -9.1518
H -0.8164 -10.3786 -14.5009
H 3.0900 -2.8461 -12.2601
H 2.8913 -4.8157 -13.6433
H -5.9448 -3.4748 -12.7805
H 1.2140 -8.1632 -10.2671
H 1.8321 -8.4994 -16.4382
H -6.1010 -6.9543 -10.9488
H 3.5816 -4.0662 -11.1342
H -0.1774 -9.1265 -10.7936
H -2.0816 -7.8155 -8.5659
H -4.7762 -9.1206 -13.6037
H -3.8970 -6.1604 -18.4476
H 1.2841 -5.8285 -18.2366
H 1.2171 -8.6214 -18.1163
H 1.9074 -3.4337 -11.0902
H -4.6002 -2.7789 -11.8444
H -1.2003 -3.4239 -8.6686
H -4.5767 -9.8112 -11.9389
H 0.0881 -8.7870 -9.0221
H -2.2768 -9.7585 -15.3203
H 0.7400 -4.8609 -16.8837
H -6.1953 -2.9725 -11.1074
H -5.5744 -6.5876 -18.4131
H -6.2003 -5.4676 -15.7069

***

53
Properties=species:S:1:pos:R:3 method="wB97M-V/def2-TZVPD" e_tot_ha=-1333.17508 orbital_gap_ha=0.224 lumo_ev=-4.656 charge=+1 relative_energy_kj_mol=230.41
Pt -0.1825 1.1387 0.7805
O 1.3823 -0.8232 0.1696
N -0.6199 -0.0843 4.9591
N -1.3464 -1.7252 6.6556
N 0.6188 -2.9380 -0.0018
N -6.5345 -0.3934 0.5194
N -4.6267 -1.6832 0.5264
N -4.5349 0.6633 0.4030
N -2.1007 0.8316 0.2475
N -0.1762 0.1341 2.5933
C 0.8802 4.3561 -1.6551
C 0.8450 -4.3849 0.0183
C 3.7428 1.5412 0.1269
C -0.4199 0.0046 3.7464
C 0.5340 2.8741 -1.4028
C -1.0078 -0.9768 5.8429
C 3.0183 -2.5162 0.3795
C -0.7262 -2.4182 -0.1858
C 4.2387 0.7295 -0.8776
C 3.5208 0.5700 -2.0584
C -0.3930 2.3723 -2.5335
C -0.2409 2.6759 -0.1713
C 1.8077 2.0457 -1.2447
C 1.6063 -2.0365 0.1716
C -3.2490 0.6988 0.3335
C 2.3093 1.2175 -2.2408
C -5.2057 -0.4763 0.4818
C 2.5350 2.2012 -0.0590
H -7.1220 -1.2001 0.6235
H 1.2368 -4.7182 0.9782
H -3.6242 -1.7566 0.5247
H 3.3420 -2.1773 1.3639
H 1.4630 4.4395 -2.5724
H 5.1894 0.2281 -0.7486
H 0.0893 2.6008 -3.4823
H 4.3024 1.6870 1.0418
H -1.3793 -3.2398 -0.4727
H 1.4747 4.7686 -0.8394
H -1.3555 2.8874 -2.5086
H 1.7707 1.0814 -3.1697
H 3.1589 -3.5898 0.3105
H 2.1975 2.9047 0.6996
H -1.0972 -1.9600 0.7354
H -0.1055 -4.8841 -0.1430
H -0.5781 1.3022 -2.4517
H -0.8388 3.5169 0.2066
H 3.6474 -2.0210 -0.3582
H 1.5238 -4.6968 -0.7738
H -5.1637 -2.5293 0.5955
H -0.0276 4.9549 -1.7645
H 3.9155 -0.0545 -2.8503
H -0.7395 -1.6624 -0.9708
H -6.9546 0.5199 0.5018

***

86
Properties=species:S:1:pos:R:3 method="wB97M-V/def2-TZVPD" e_tot_ha=-2165.93406 orbital_gap_ha=0.261 lumo_ev=-2.071 relative_energy_kj_mol=1039.28
P 6.3929 2.0596 -3.4016
O 6.0163 2.4263 -1.8779
O 3.0461 -1.5939 -6.0150
O 7.4730 -1.3462 -3.3895
N 0.1004 0.9001 -2.7472
N -2.1987 -0.2206 -3.0377
N -0.1454 -1.4947 -3.8166
C -9.1390 -1.7415 4.8051
C 3.3995 1.6514 -5.0811
C 5.2125 -3.0900 -1.4321
C 3.6985 -2.2682 -3.5220
C -8.2247 -1.2800 3.8585
C 0.8619 3.1246 0.4703
C 3.5728 -1.2382 -4.8339
C -10.7825 -0.1753 3.9795
C 0.2191 1.8360 -3.9308
C 0.3277 3.9748 1.4389
C -1.8300 1.2599 2.6035
C 2.2172 3.1978 0.1500
C 2.9138 2.4057 -3.6694
C 0.3086 -4.5161 2.5927
C 2.5054 -5.0540 1.7439
C 3.0603 -4.7431 2.9849
C -8.5865 -0.2621 2.9766
C 1.1291 -4.9375 1.5468
C 6.1610 -1.0621 -3.3154
C -9.8651 0.2927 3.0391
C -0.8106 -0.2601 -3.1727
C 4.5494 -2.5646 -0.1715
C 5.5206 0.4029 -3.8072
C 1.1503 4.8938 2.0898
C -3.7444 0.1183 1.6720
C 2.5075 4.9606 1.7761
C 4.2085 0.2848 -4.5616
C -3.7727 0.8400 3.9772
C -10.4193 -1.1905 4.8639
C -2.4610 0.6431 1.5228
C -2.4856 1.3566 3.8306
C 2.2393 -4.3254 4.0319
C 3.0406 4.1142 0.8035
C 1.3798 2.9826 -3.7351
C 0.8624 -4.2141 3.8365
C -4.4013 0.2184 2.8981
C 5.0144 -2.1528 -2.7737
H 7.8269 1.9709 -3.5300
H 1.2856 3.8766 -4.5162
H -1.9520 0.5709 0.5655
H -0.7637 -4.4237 2.4385
H -0.7292 3.9207 1.6861
H 3.0669 1.6532 -2.7574
H 0.1030 -2.1375 -3.0303
H 5.8425 -4.0737 -1.3639
H 2.8261 -2.9839 -3.1998
H 2.4611 1.2587 -5.6918
H -7.2287 -1.7133 3.8086
H 3.1446 -5.3860 0.9303
H 4.0973 4.1695 0.5555
H 0.3287 1.2615 -4.9556
H 3.1495 5.6722 2.2882
H 1.0316 0.5495 -2.4232
H -0.8280 1.6646 2.4888
H 5.1057 -2.4095 0.8463
H 5.8227 3.1202 -4.2098
H 0.7334 5.5580 2.8427
H 2.6325 2.5394 -0.6091
H 4.1335 -4.8273 3.1366
H -8.8549 -2.5307 5.4956
H 4.0727 2.3505 -5.7492
H -7.8732 0.0991 2.2405
H -0.8152 2.4186 -4.0003
H 0.7137 -1.0994 -4.2694
H 0.2222 -3.8911 4.6527
H -4.2333 -0.3684 0.8319
H 0.6971 -5.1750 0.5783
H -11.1333 -1.5526 5.5989
H -10.1462 1.0884 2.3546
H 2.6717 -4.0864 4.9999
H -2.6158 -1.1172 -3.4251
H -4.2853 0.9205 4.9318
H -5.4029 -0.1877 3.0130
H 3.6431 3.3288 -3.5215
H 0.2218 2.4067 -0.0350
H 3.4080 -2.2235 -0.2199
H 1.1718 3.4871 -2.6735
H -1.9932 1.8358 4.6732
H -11.7811 0.2522 4.0238